# 1
# C36H63BBrF14I2N2O5S

A 4-piece molecular cluster, C36H63BBrF14I2N2O5S overall in a non-equilibrium geometry (the ωB97M-V functional and the def2-TZVPD basis, the OMol25 dataset).

Positions of all 125 atoms, in Å:
I 4.536 -6.115 -1.388
I 3.524 -5.389 -4.611
Br 2.231 -5.418 0.748
S 9.460 1.840 -0.332
F 6.441 0.775 -2.597
F 6.964 -0.631 -0.313
F 7.003 3.128 -1.810
F 10.916 1.533 -0.818
F 9.430 0.423 0.366
F 5.604 3.052 -0.197
F 7.792 3.458 0.825
F 7.406 1.432 1.286
F 0.979 -1.189 0.925
F 5.109 0.211 0.585
F 10.034 2.427 1.025
F 4.634 1.497 -1.724
F 9.579 3.273 -0.961
F 8.905 1.231 -1.672
O -0.634 -1.824 2.776
O -6.801 1.732 1.462
O -6.309 -1.212 -3.192
O 0.640 -2.212 -1.117
O 0.954 4.317 0.643
N 3.470 -2.820 0.200
N 5.566 -2.509 1.379
C 1.060 -3.246 -0.328
C -0.239 -4.294 2.893
C 3.573 -1.616 -0.716
C 7.708 2.239 0.279
C -6.950 -2.323 -3.791
C -2.951 -1.185 -1.566
C -0.943 0.212 -1.091
C 0.364 4.680 1.880
C 2.521 -3.796 -0.451
C -7.040 -0.514 -2.200
C -7.421 -1.363 -1.001
C -7.115 0.765 2.449
C -1.578 -1.157 -0.855
C 5.906 1.100 -1.422
C 3.231 -0.237 2.726
C 0.180 6.176 2.061
C -0.746 -2.259 -1.500
C 4.769 -3.449 0.642
C -1.327 1.333 -0.080
C -6.218 3.544 3.024
C 3.286 4.408 1.419
C -7.020 3.086 1.818
C -2.532 1.041 0.816
C 2.997 -1.281 2.184
C -1.619 2.644 -0.831
C 2.737 -2.559 1.525
C 3.063 -4.551 -1.703
C 1.206 -2.556 1.176
C 5.714 -0.143 -0.547
C 2.250 4.834 0.395
C -8.572 0.776 2.880
C 2.696 -4.342 -2.974
C -8.246 -1.978 -4.504
C 6.592 2.364 -0.796
C 4.932 -1.247 -1.298
C 1.623 -3.370 -3.397
B 0.097 -2.875 2.315
H 5.598 -2.073 -1.517
H 5.300 -2.469 2.354
H -0.612 4.194 1.894
H -0.315 6.382 3.010
H -2.663 1.901 1.474
H 2.537 4.455 -0.587
H -8.854 1.722 3.344
H 0.696 -3.646 -2.919
H 2.967 -3.274 2.305
H -6.529 -1.794 -0.541
H -0.089 -1.115 3.139
H -2.612 2.572 -1.277
H 2.216 5.925 0.308
H 3.048 4.767 2.421
H 3.583 0.730 2.979
H -3.381 -0.193 -1.554
H 3.344 3.318 1.465
H -6.884 -0.202 2.000
H -0.851 2.886 -1.558
H -2.384 0.176 1.459
H 1.442 -3.515 -4.458
H 0.373 -4.063 -0.157
H -8.997 -1.582 -3.820
H -0.427 6.585 1.253
H -8.089 3.272 1.970
H -3.465 0.940 0.269
H 4.706 -0.807 -2.267
H -8.082 -2.187 -1.272
H -1.698 -1.406 0.197
H -1.195 -3.239 -1.316
H 1.869 -2.321 -3.276
H 0.144 0.158 -1.103
H -6.725 3.671 0.946
H -8.663 -2.867 -4.978
H -7.936 -0.750 -0.261
H 0.689 -4.826 3.115
H -0.774 -2.107 -2.581
H -6.238 -2.721 -4.515
H -0.813 -4.249 3.811
H -7.115 -3.113 -3.049
H -1.235 0.557 -2.086
H -7.926 -0.041 -2.638
H 4.586 -4.339 1.235
H 0.935 4.256 2.714
H -9.226 0.624 2.020
H -5.151 3.398 2.848
H -0.744 -4.923 2.157
H 2.963 -1.863 -1.576
H -6.388 0.296 -1.870
H 1.132 6.709 2.061
H -8.069 -1.224 -5.272
H -2.776 -1.439 -2.612
H -1.683 3.433 -0.084
H -8.756 -0.017 3.605
H -0.465 1.540 0.555
H -3.624 -1.935 -1.157
H -6.398 4.602 3.215
H -6.483 2.993 3.926
H 6.543 -2.767 1.368
H 5.350 -3.778 -0.210
H 3.061 -0.760 -0.292
H 4.268 4.798 1.151
H -6.453 0.872 3.315

As for the charge: +1. The value obtained for the LUMO energy is -3.463 eV.

These are the Löwdin partial charges, in e, on atoms 1 to 99:
1. I 0.893
2. I 0.917
3. Br 0.901
4. S 0.756
5. F 0.171
6. F 0.101
7. F 0.174
8. F -0.094
9. F -0.128
10. F 0.148
11. F 0.135
12. F 0.149
13. F -0.008
14. F 0.132
15. F -0.117
16. F 0.134
17. F -0.103
18. F -0.112
19. O 0.168
20. O -0.172
21. O -0.171
22. O -0.134
23. O -0.172
24. N -0.088
25. N 0.089
26. C -0.273
27. C -0.005
28. C -0.023
29. C -0.434
30. C -0.284
31. C -0.035
32. C -0.133
33. C -0.284
34. C -0.513
35. C -0.275
36. C -0.071
37. C -0.289
38. C -0.330
39. C -0.354
40. C 0.192
41. C -0.071
42. C -0.146
43. C -0.267
44. C -0.390
45. C -0.076
46. C -0.079
47. C -0.278
48. C -0.069
49. C -0.084
50. C -0.072
51. C -0.197
52. C -0.697
53. C -0.188
54. C -0.446
55. C -0.268
56. C -0.075
57. C -0.784
58. C -0.077
59. C -0.363
60. C -0.003
61. C -0.138
62. B -0.446
63. H 0.137
64. H 0.093
65. H 0.105
66. H 0.080
67. H 0.075
68. H 0.118
69. H 0.067
70. H 0.074
71. H 0.139
72. H 0.075
73. H 0.126
74. H 0.083
75. H 0.112
76. H 0.070
77. H 0.057
78. H 0.072
79. H 0.066
80. H 0.106
81. H 0.080
82. H 0.067
83. H 0.048
84. H 0.109
85. H 0.067
86. H 0.085
87. H 0.108
88. H 0.073
89. H 0.133
90. H 0.069
91. H 0.120
92. H 0.144
93. H 0.092
94. H 0.105
95. H 0.118
96. H 0.078
97. H 0.067
98. H 0.037
99. H 0.126

***

# 2
# C36H63BClFNO18P2S5

A 6-piece molecular cluster, C36H63BClFNO18P2S5 overall in a non-equilibrium geometry (the ωB97M-V functional and the def2-TZVPD basis, the OMol25 dataset).

Positions of all 128 atoms, in Å:
Cl 3.260 2.212 1.609
S -5.533 3.043 -0.052
S 2.050 -4.294 -6.372
S 1.970 -1.501 -1.486
S 3.773 3.658 -2.603
S -4.476 -1.144 -4.581
P 1.209 2.071 1.903
P 2.252 1.965 5.865
F 0.986 -4.140 4.541
O 1.263 2.386 4.502
O -6.825 3.676 0.088
O -1.003 -3.190 4.577
O 2.406 3.910 -2.987
O 3.739 4.268 6.706
O 3.235 -0.837 -1.269
O 0.718 -0.805 -1.339
O 1.400 -5.288 -5.556
O -3.773 -0.195 -3.760
O -5.847 -0.942 -4.978
O -2.935 1.052 2.848
O 0.729 3.641 2.116
O 4.521 4.601 -1.809
O 1.453 -1.907 2.811
O 2.338 0.289 5.306
O 2.495 -3.035 -5.839
O -3.492 -0.314 4.494
O -4.311 3.757 0.216
N 0.800 -1.860 5.018
C 1.286 4.714 7.168
C 1.323 -4.035 -1.449
C 1.912 -2.992 -0.505
C 1.854 0.154 4.007
C 4.118 1.099 -3.027
C -3.327 0.816 4.142
C 1.386 -1.273 3.825
C -4.329 -2.769 -3.848
C 0.759 1.402 6.997
C 5.153 1.793 -3.923
C -6.060 0.476 -0.116
C -4.145 1.389 6.432
C -1.522 1.351 2.682
C 4.710 3.252 -4.087
C 1.989 -2.313 -3.088
C -5.436 2.285 -1.678
C 3.415 -5.055 -7.257
C -5.544 1.514 0.873
C -4.029 -3.690 -5.026
C -0.648 1.106 3.914
C -3.003 -2.944 -5.888
C 1.163 2.156 9.501
C 2.011 -3.823 -2.808
C 2.028 -3.930 -8.968
C -3.616 1.959 5.104
C 3.912 2.167 4.930
C 0.994 1.657 8.416
C 2.997 -5.096 -8.732
C 1.036 -3.974 -7.810
C 5.022 2.243 4.459
C -0.111 4.582 6.510
C 3.874 2.035 -1.858
C 0.168 -3.097 4.696
C 0.880 1.313 3.618
C -3.498 -1.501 -6.046
C -5.347 0.775 -1.441
B 2.436 3.757 6.612
H -4.560 2.668 -2.196
H 1.582 -2.037 5.650
H -0.642 5.528 6.676
H -4.359 2.648 4.696
H 0.247 -3.878 -1.553
H 5.984 2.010 4.084
H 1.087 -2.017 -3.620
H 3.190 0.952 -3.586
H -4.455 2.215 7.076
H 2.956 1.816 -1.320
H 3.822 5.018 6.114
H -0.686 3.828 7.047
H -0.085 4.437 5.432
H 1.152 2.602 10.458
H 3.865 -5.038 -9.387
H 2.489 -6.039 -8.945
H -5.250 -3.019 -3.326
H 1.424 4.216 1.779
H 0.340 -4.806 -7.916
H 1.312 -2.820 0.387
H -2.675 -0.793 -6.103
H -0.223 1.754 6.674
H -0.742 0.098 4.321
H 2.935 -3.244 -0.224
H 2.864 -1.991 -3.640
H 4.719 2.036 -1.171
H 1.196 4.653 8.254
H -3.495 -2.741 -3.147
H 0.722 0.316 6.908
H -4.940 -3.866 -5.604
H 4.049 3.379 -4.943
H -4.301 0.476 -1.369
H -6.337 2.553 -2.228
H -1.452 2.413 2.428
H -4.519 1.293 1.170
H -3.651 -4.656 -4.692
H 1.630 5.744 6.978
H 6.132 1.759 -3.438
H 5.250 1.299 -4.890
H -5.861 -0.537 0.232
H 2.755 0.197 3.374
H -5.006 0.757 6.231
H -5.786 0.224 -2.269
H -7.140 0.584 -0.244
H 2.576 -2.986 -8.954
H 3.045 -4.174 -2.752
H -3.358 0.852 6.952
H 1.482 -5.045 -1.071
H -4.145 -1.390 -6.914
H 0.489 -3.043 -7.672
H -6.173 1.624 1.754
H -2.034 -2.949 -5.384
H 5.557 3.930 -4.171
H -2.737 2.558 5.349
H 1.522 -4.379 -3.594
H 3.088 1.554 6.989
H 1.522 -4.012 -9.929
H 4.296 -4.435 -7.105
H -2.869 -3.421 -6.859
H -1.193 0.781 1.815
H 4.464 0.133 -2.691
H -0.873 1.878 4.639
H 3.588 -6.050 -6.855

As for the charge: -1. The value obtained for the LUMO energy is 0.990 eV.

These are the Löwdin partial charges, in e, on atoms 1 to 99:
1. Cl 0.310
2. S 0.665
3. S 0.674
4. S 0.672
5. S 0.660
6. S 0.660
7. P 0.677
8. P 0.612
9. F 0.127
10. O -0.324
11. O -0.336
12. O 0.184
13. O -0.322
14. O 0.046
15. O -0.335
16. O -0.311
17. O -0.324
18. O -0.312
19. O -0.318
20. O -0.043
21. O -0.326
22. O -0.333
23. O 0.128
24. O -0.273
25. O -0.302
26. O 0.140
27. O -0.320
28. N 0.166
29. C -0.174
30. C -0.212
31. C -0.223
32. C -0.312
33. C -0.245
34. C -0.495
35. C -0.350
36. C -0.224
37. C -0.261
38. C -0.215
39. C -0.214
40. C -0.094
41. C -0.170
42. C -0.228
43. C -0.234
44. C -0.212
45. C -0.213
46. C -0.229
47. C -0.220
48. C -0.095
49. C -0.219
50. C 0.081
51. C -0.218
52. C -0.219
53. C -0.131
54. C -0.218
55. C -0.213
56. C -0.213
57. C -0.230
58. C -0.020
59. C -0.125
60. C -0.259
61. C -0.525
62. C -0.499
63. C -0.218
64. C -0.230
65. B -0.475
66. H 0.104
67. H 0.149
68. H 0.061
69. H 0.120
70. H 0.117
71. H -0.007
72. H 0.101
73. H 0.124
74. H 0.071
75. H 0.075
76. H 0.090
77. H 0.053
78. H 0.063
79. H 0.007
80. H 0.114
81. H 0.117
82. H 0.109
83. H 0.035
84. H 0.108
85. H 0.094
86. H 0.103
87. H 0.057
88. H 0.121
89. H 0.111
90. H 0.082
91. H 0.101
92. H 0.084
93. H 0.112
94. H 0.067
95. H 0.118
96. H 0.098
97. H 0.111
98. H 0.103
99. H 0.113

***

# 3
# C36H63Cl4NO16P

A 4-piece molecular cluster, C36H63Cl4NO16P overall in a non-equilibrium geometry (the ωB97M-V functional and the def2-TZVPD basis, the OMol25 dataset).

Positions of all 121 atoms, in Å:
Cl -5.836 0.759 -0.017
Cl -4.054 2.519 -5.543
Cl -2.742 0.856 -1.244
Cl -4.901 -0.519 -4.619
P -3.891 2.231 -3.505
O -2.681 3.241 -3.062
O 0.741 -4.613 1.951
O 2.634 3.427 5.188
O 1.462 -2.503 2.066
O 5.005 4.624 9.202
O 6.118 3.779 7.448
O 1.774 2.903 3.191
O -0.749 -2.936 2.177
O 3.183 -1.838 -6.652
O -6.612 0.792 -2.428
O -0.291 -2.655 -6.382
O -1.480 1.124 -4.861
O -0.837 -0.619 -3.508
O 5.225 5.853 7.324
O -2.249 -1.501 -5.770
O 0.435 2.957 5.013
N -3.834 -0.668 -3.194
C 6.384 2.918 8.563
C 2.124 -4.634 1.575
C 1.507 3.082 4.514
C 3.090 3.417 2.950
C 3.786 -2.730 1.393
C 5.584 3.059 10.963
C -2.189 -0.349 3.741
C -2.717 -3.763 -1.447
C -3.479 -3.238 -2.696
C -1.544 -2.202 -6.777
C 5.248 3.243 9.502
C -1.416 0.894 3.258
C 1.167 3.646 -5.660
C 2.631 -3.336 2.153
C -4.720 -2.411 1.600
C 0.734 -1.654 -6.398
C -3.012 0.586 -3.009
C 0.379 -3.314 2.075
C -3.664 -2.198 2.745
C 0.286 2.889 -4.642
C -1.509 -1.703 -2.882
C 3.749 3.262 4.298
C -2.977 -1.939 -3.373
C -2.816 -2.393 -4.865
C 2.522 2.931 -5.810
C -2.919 -2.937 -0.166
C -3.368 -0.667 2.804
C 5.426 4.855 7.933
C -5.854 0.273 -1.751
C -4.888 -0.870 -2.095
C -1.571 0.595 -3.587
C -0.474 0.611 2.060
C -0.168 1.521 -5.216
C 1.932 -2.252 -7.171
C -4.215 -3.394 0.542
C 4.825 4.282 4.580
H -4.537 -3.330 -2.441
H 0.612 0.790 -5.001
H 5.591 4.268 3.803
H 2.623 -5.505 1.992
H -2.092 -3.213 -4.763
H 5.300 4.080 5.541
H 6.386 1.876 8.250
H -4.997 -1.457 1.148
H -0.173 1.632 -6.305
H 0.537 0.942 2.290
H 7.365 3.171 8.972
H 6.352 3.768 11.275
H 4.707 3.249 11.581
H 0.952 2.673 -3.799
H 3.588 2.846 2.169
H -3.719 -2.913 -5.220
H -2.744 -2.784 2.597
H 1.312 4.658 -5.280
H -1.014 1.298 -2.953
H 3.038 3.376 -6.662
H 2.374 1.875 -6.059
H -2.121 1.703 3.052
H -2.856 -1.851 -0.296
H -1.463 -1.497 -1.809
H -0.788 1.224 4.101
H 3.475 -2.430 0.390
H 4.348 2.676 9.247
H -2.124 -3.105 -7.011
H -3.359 -4.080 -3.383
H -1.685 -4.046 -1.658
H -1.466 -1.614 -7.694
H -4.465 -1.284 -1.183
H -3.194 -4.731 -1.250
H -4.107 -2.532 3.688
H -4.305 -0.206 3.125
H -5.581 -2.887 2.077
H -0.952 -2.600 -3.121
H -3.137 -0.387 1.767
H -0.588 3.472 -4.356
H -0.419 -0.468 1.899
H 3.003 4.459 2.633
H 4.615 -3.433 1.313
H 4.402 5.285 4.645
H 5.934 2.045 11.160
H -4.037 -4.397 0.935
H -4.979 -3.512 -0.248
H -2.566 -0.137 4.745
H -2.940 4.136 -3.340
H 4.142 2.250 4.433
H 2.188 -4.673 0.484
H -0.801 1.131 1.154
H 4.142 -1.831 1.896
H -2.110 -3.201 0.511
H 1.885 -3.338 -7.118
H 0.671 3.686 -6.633
H 3.288 -0.904 -6.877
H -1.549 -1.231 3.778
H 3.128 2.998 -4.907
H 0.369 -0.731 -6.849
H 1.826 -1.974 -8.229
H -5.561 -1.615 -2.514
H 2.890 -3.447 3.209
H 1.089 -1.516 -5.373

As for the charge: +1. The energy above the lowest of the compared OMol25 structures with the same formula, charge and spin is 0.0 kJ/mol. The value obtained for the LUMO energy is -4.213 eV.

These are the Löwdin partial charges, in e, on atoms 1 to 99:
1. Cl 0.702
2. Cl 0.277
3. Cl 0.834
4. Cl 0.936
5. P 0.607
6. O -0.338
7. O 0.077
8. O 0.092
9. O 0.090
10. O 0.095
11. O 0.023
12. O 0.041
13. O 0.120
14. O -0.055
15. O 0.076
16. O -0.094
17. O -0.138
18. O -0.036
19. O 0.172
20. O -0.097
21. O 0.161
22. N -0.371
23. C -0.092
24. C -0.089
25. C -0.544
26. C -0.096
27. C -0.019
28. C -0.021
29. C -0.205
30. C -0.172
31. C -0.118
32. C -0.222
33. C -0.332
34. C -0.233
35. C -0.245
36. C -0.325
37. C -0.196
38. C -0.163
39. C -0.739
40. C -0.525
41. C -0.179
42. C -0.168
43. C -0.102
44. C -0.326
45. C -0.296
46. C -0.229
47. C -0.099
48. C -0.204
49. C -0.201
50. C -0.548
51. C -0.832
52. C -0.202
53. C -0.434
54. C -0.084
55. C -0.193
56. C -0.223
57. C -0.201
58. C -0.011
59. H 0.113
60. H 0.107
61. H 0.098
62. H 0.143
63. H 0.133
64. H 0.053
65. H 0.139
66. H 0.035
67. H 0.130
68. H 0.050
69. H 0.142
70. H 0.094
71. H 0.088
72. H 0.116
73. H 0.137
74. H 0.129
75. H 0.075
76. H 0.106
77. H 0.130
78. H 0.075
79. H 0.057
80. H 0.108
81. H 0.073
82. H 0.112
83. H 0.079
84. H 0.092
85. H 0.160
86. H 0.145
87. H 0.127
88. H 0.113
89. H 0.151
90. H 0.072
91. H 0.123
92. H 0.111
93. H 0.114
94. H 0.109
95. H 0.145
96. H 0.083
97. H 0.097
98. H 0.046
99. H 0.141

***

Among the records above, which one has the lowest LUMO?
C36H63Cl4NO16P

***

What is the formula in the second record?
C36H63BClFNO18P2S5

***

charge of number 3 (C36H63Cl4NO16P)?
+1

***

Which of these has the lowest LUMO?
C36H63Cl4NO16P